(1)
C22H21ClFeN8 | the ωB97M-V functional and the def2-TZVPD basis

Geometry as ORCA input:
```
! wB97M-V def2-TZVPD RIJCOSX def2/J DEFGRID3
* xyz 1 2
Fe -0.83973 -0.02332 0.28229
C 1.73335 1.64430 0.66326
N 1.36901 0.22351 0.59836
C 1.71646 -0.40777 1.87940
C 1.16006 -1.79974 1.92577
C 1.76300 -2.82159 2.64410
C 1.19616 -4.08304 2.60830
C 0.06054 -4.28712 1.83698
C -0.47554 -3.21091 1.15886
N 0.04994 -1.98322 1.21292
C 2.02341 -0.45714 -0.53954
C 1.09337 -1.00086 -1.60047
C 1.63715 -1.51982 -2.76731
C 0.80741 -2.08161 -3.71851
C -0.55841 -2.11414 -3.47285
C -1.02566 -1.56462 -2.29894
N -0.22467 -1.00968 -1.37731
C 1.08199 2.45652 -0.41794
C 1.58224 3.70702 -0.75482
C 0.91872 4.45612 -1.70871
C -0.20864 3.91643 -2.31143
C -0.62316 2.65869 -1.92198
N -0.00258 1.93792 -0.98356
H 2.82217 1.76115 0.61181
H 1.40626 2.03429 1.62727
H 1.27194 0.19055 2.67628
H 2.80192 -0.42803 2.02986
H 2.66234 -2.62509 3.21251
H 1.63934 -4.90029 3.16145
H -0.40226 -5.26069 1.76171
H -1.36209 -3.32861 0.54793
H 2.60671 -1.30368 -0.16601
H 2.73975 0.21651 -1.01598
H 2.70852 -1.48175 -2.91660
H 1.21580 -2.48953 -4.63314
H -1.25169 -2.54943 -4.17787
H -2.08430 -1.56611 -2.07450
H 2.47229 4.08198 -0.26629
H 1.27440 5.44046 -1.98150
H -0.75833 4.45783 -3.06807
H -1.48997 2.20295 -2.38733
Cl -3.90278 -0.04343 2.00167
C -2.61487 -1.00618 1.35433
H -3.00730 -1.75156 0.66906
H -2.00950 -1.39379 2.15921
N -0.99941 1.15962 1.79046
C -1.36160 2.15439 2.30142
N -1.60871 3.23835 2.89050
C -2.82658 3.75988 2.97610
N -3.86080 4.26562 3.07159
N -3.46391 0.87305 -1.08285
C -2.48202 0.52889 -0.58606
H -4.36969 1.12669 -1.42379
*
```

The HOMO energy (spin up / spin down) is -10.701 / -10.629 eV. The energy relative to the best compared isomer or geometry (same formula, charge and spin) comes out at 177.4 kJ/mol. For the orbital gap (spin up / spin down), the calculation gives 7.071 / 7.864 eV.

=====

(2)
C22H21F6N9O2PV | the ωB97M-V functional and the def2-TZVPD basis

Geometry as ORCA input:
```
! wB97M-V def2-TZVPD RIJCOSX def2/J DEFGRID3
* xyz 0 1
V 0.31036 0.23283 0.20096
C -2.46831 0.44342 3.63444
C -2.23201 1.72266 4.08888
C -1.37973 2.54698 3.36427
C -0.78816 2.04507 2.22640
N -1.00754 0.79558 1.79240
C -1.83954 0.01341 2.47501
C 0.22002 2.81921 1.43222
C 0.44320 4.17271 1.56116
C 1.44096 4.75613 0.79217
C 2.19635 3.97798 -0.05893
C 1.92553 2.61852 -0.14383
N 0.94357 2.08311 0.58494
C 2.65312 1.65623 -1.02029
C 3.69916 2.03822 -1.82881
C 4.33385 1.07028 -2.59949
C 3.90135 -0.23378 -2.51858
C 2.83896 -0.54196 -1.67868
N 2.22002 0.38169 -0.94830
H -3.12693 -0.23119 4.16326
H -2.69382 2.08113 4.99954
H -1.17020 3.55474 3.69271
H -2.00619 -0.96747 2.05558
H -0.16368 4.76753 2.22800
H 1.62539 5.82013 0.86054
H 2.97812 4.42029 -0.65760
H 4.02106 3.06844 -1.86980
H 5.15156 1.34558 -3.25262
H 4.35270 -1.02180 -3.10430
H 2.46473 -1.54824 -1.59102
N -2.67405 -1.70595 -0.32158
N -1.87655 -2.87494 -0.46547
C -0.60951 -2.87993 -0.02727
N 0.14551 -3.95583 -0.30206
N -0.23226 -1.86116 0.74392
N 1.14659 -1.60856 0.91033
O 1.36519 -0.56672 1.75246
O 2.08478 -2.38812 0.54703
H -3.49757 -1.87360 -0.88780
H -2.16416 -0.94665 -0.77868
H -2.05616 -3.44714 -1.27892
H -0.12176 -4.49332 -1.11232
H 1.14111 -3.76534 -0.18002
F 0.28729 -1.65017 -2.07006
P -0.05528 -1.74153 -3.67339
F -1.49648 -1.07866 -3.37025
F -0.39230 -1.86446 -5.23107
F 1.39965 -2.41161 -3.89653
F 0.57602 -0.26952 -3.86790
F -0.69092 -3.22524 -3.39782
N -0.69798 0.91052 -0.93750
C -1.42525 1.92907 -1.54695
C -2.67847 2.29502 -1.06009
C -3.35789 3.36584 -1.62182
C -2.79682 4.07478 -2.67705
C -1.55575 3.69628 -3.17483
C -0.87173 2.62601 -2.61748
H -3.10476 1.73235 -0.23703
H -4.33083 3.64465 -1.23699
H -3.33019 4.90628 -3.11860
H -1.12377 4.22677 -4.01421
H 0.08097 2.29343 -3.01625
*
```

The HOMO energy (spin up / spin down) is -6.881 / -6.879 eV. For the orbital gap (spin up / spin down), the calculation gives 5.997 / 5.994 eV.

=====

(3)
C22H21FIrN7O6S | the ωB97M-V functional and the def2-TZVPD basis

Geometry as ORCA input:
```
! wB97M-V def2-TZVPD RIJCOSX def2/J DEFGRID3
* xyz 0 5
Ir -0.68830 -0.00245 0.14163
N -0.94856 2.88385 3.32403
C -0.72378 2.11801 2.24107
S -1.52487 0.55509 2.20166
N 0.06134 2.61025 1.31614
N 0.23790 1.75276 0.26770
C 0.94648 2.14400 -0.76796
C 1.56213 3.48468 -0.87592
C 2.94057 3.62330 -0.99903
C 3.50975 4.88388 -1.11179
C 2.70180 6.01084 -1.11305
C 1.32385 5.87634 -0.99212
C 0.75579 4.62041 -0.86763
C 1.04309 1.15366 -1.84597
C 1.76695 1.35929 -3.01408
C 1.82153 0.35480 -3.96069
C 1.14664 -0.83714 -3.73414
C 0.41430 -0.96911 -2.57295
N 0.35443 -0.00129 -1.65613
H -1.64996 2.61207 3.98784
H -0.65302 3.84581 3.30016
H 3.57671 2.74644 -0.97354
H 4.58409 4.98212 -1.19398
H 3.14445 6.99411 -1.20355
H 0.68862 6.75232 -0.98538
H -0.31629 4.51425 -0.76198
H 2.27041 2.30106 -3.17113
H 2.38713 0.49992 -4.87129
H 1.17082 -1.64804 -4.44685
H -0.15442 -1.86075 -2.36249
N -2.00824 -1.67016 -0.10784
C -1.50480 -3.05998 -0.09867
C -0.58598 -3.31347 1.08962
C 0.80260 -2.74995 0.81569
O 1.74597 -3.50367 0.65941
O 0.88450 -1.45672 0.71840
H -2.69556 -1.57755 0.63645
H -2.52214 -1.44507 -0.97580
H -0.95441 -3.23261 -1.02363
H -2.35609 -3.74309 -0.10656
H -0.49539 -4.38315 1.26403
H -1.00309 -2.84261 1.98517
F -2.49394 5.93755 -0.22896
C -3.19311 4.83745 0.01378
C -3.60954 4.05550 -1.15969
N -4.29193 2.89818 -0.90151
C -4.37958 1.86978 -1.92562
C -3.19882 0.88446 -1.77412
O -3.21478 -0.15433 -2.44303
O -2.28612 1.29667 -0.99640
C -4.60037 2.45446 0.38968
O -5.18957 1.41355 0.57074
N -4.19094 3.25529 1.42674
C -3.44585 4.44923 1.34417
O -3.08518 5.03434 2.35825
H -3.33147 4.30949 -2.16554
H -4.35236 2.33566 -2.90884
H -5.30887 1.31975 -1.81423
H -4.42852 2.92610 2.34966
*
```

The HOMO energy (spin up / spin down) is -6.390 / -8.657 eV. The energy relative to the best compared isomer or geometry (same formula, charge and spin) comes out at 133.9 kJ/mol. For the orbital gap (spin up / spin down), the calculation gives 6.333 / 5.269 eV.

=====

(4)
C22H21N3O3 | the ωB97M-V functional and the def2-TZVPD basis

Geometry as ORCA input:
```
! wB97M-V def2-TZVPD RIJCOSX def2/J DEFGRID3
* xyz 0 1
C 2.97879 0.49637 -2.33470
O 2.44634 1.61398 -1.67141
C 2.14907 1.50999 -0.33848
C 2.52583 0.42763 0.44427
C 2.25001 0.37199 1.80312
C 2.57660 -0.86416 2.60924
N 1.41490 -1.41171 3.28546
C 0.24576 -1.68237 2.59707
C -0.95791 -1.73838 3.31374
C -2.16375 -2.05549 2.71392
C -2.15649 -2.31363 1.35833
N -3.15677 -2.63429 0.45633
C -2.63260 -2.78399 -0.80526
O -3.23145 -3.04744 -1.82258
N -1.27609 -2.56568 -0.67572
C -0.95774 -2.26392 0.63083
C 0.24672 -1.95809 1.22679
C 1.60857 1.44634 2.39832
C 1.20273 2.51850 1.63066
C 1.42920 2.56076 0.25965
O 0.93232 3.65810 -0.38128
C 0.54381 3.55799 -1.74070
C -0.29262 2.34235 -2.05177
C -1.15321 1.81007 -1.10031
C -1.90390 0.68334 -1.38642
C -1.81396 0.08109 -2.62970
C -0.96433 0.61390 -3.58554
C -0.20608 1.73460 -3.29741
H 3.97907 0.24405 -1.96732
H 3.04723 0.78354 -3.38290
H 2.32124 -0.37421 -2.24347
H 3.06050 -0.39439 -0.00672
H 3.31920 -0.63238 3.37776
H 3.00190 -1.63530 1.95960
H 1.24762 -1.01561 4.19873
H -0.93855 -1.52621 4.37289
H -3.07568 -2.08992 3.28908
H -4.13238 -2.74887 0.66767
H -0.64149 -2.57698 -1.45446
H 1.15119 -1.93126 0.64585
H 1.40221 1.44022 3.45805
H 0.67737 3.34962 2.07459
H -0.04480 4.46821 -1.91023
H 1.42163 3.58621 -2.39641
H -1.23540 2.27834 -0.13057
H -2.56587 0.27830 -0.63497
H -2.40397 -0.79527 -2.85308
H -0.89027 0.15129 -4.55918
H 0.46114 2.14358 -4.04277
*
```

As for the structure (SMILES): COc1cc(CNc2ccc3[nH]c(=O)[nH]c3c2)ccc1OCc1ccccc1. The HOMO energy is -7.353 eV. The energy relative to the best compared isomer or geometry (same formula, charge and spin) comes out at 229.6 kJ/mol. For the orbital gap, the calculation gives 7.963 eV.